(1)
Here is C26H32CeNO6 as an isolated structure from the Open Molecules 2025 dataset. Energies are from ωB97M-V/def2-TZVPD.

Results
LUMO energy (alpha / beta)	-5.21 / -5.20	eV
orbital gap (alpha / beta)	7.143 / 7.154	eV
largest force on an atom	0.074	hartree/bohr
HOMO energy (alpha / beta)	-12.35 / -12.35	eV
net charge	+1
E_tot	-54174.2010	eV

Last column: Löwdin charge in e.
Element x y z (Å)
O -0.192 -0.673 -3.746  -0.11
C -0.230 0.600 -4.538  -0.17
C -0.199 -0.017 -5.915  -0.08
H 0.651 1.232 -4.342  0.12
H -1.161 1.165 -4.364  0.12
C -0.139 -1.304 -5.094  -0.58
H 0.699 0.209 -6.488  0.12
H -1.123 0.114 -6.480  0.12
C 1.152 -2.047 -5.377  -0.02
H 2.038 -1.432 -5.176  0.10
H 1.175 -2.338 -6.439  0.10
H 1.177 -2.960 -4.776  0.09
C -1.343 -2.171 -5.403  -0.02
H -2.283 -1.641 -5.214  0.09
H -1.283 -3.087 -4.810  0.08
H -1.324 -2.455 -6.470  0.10
Ce -0.446 -0.790 0.518  1.45
C -2.820 -1.644 1.739  -0.12
C -2.876 -0.256 2.039  -0.09
C -2.940 0.468 0.813  -0.12
H -2.928 0.181 3.039  0.14
C -2.922 -0.484 -0.268  -0.20
C -2.853 -1.801 0.313  -0.19
H -2.870 -2.746 -0.234  0.13
H -2.824 -2.453 2.474  0.14
H -3.049 1.552 0.724  0.13
H -3.018 -0.259 -1.332  0.13
C 0.660 -2.969 2.113  -0.08
C -0.368 -3.441 1.240  -0.13
C 0.063 -3.243 -0.117  -0.20
H -1.262 -3.966 1.559  0.13
C 1.372 -2.637 -0.069  -0.18
C 1.730 -2.469 1.313  -0.09
H 2.688 -2.126 1.693  0.13
H 0.677 -3.098 3.189  0.13
H -0.468 -3.548 -1.016  0.13
H 2.013 -2.436 -0.924  0.13
O 2.230 2.417 -2.231  -0.12
C 1.312 1.363 -1.830  -0.18
C -0.148 1.933 -1.717  -0.15
H 1.650 0.888 -0.873  0.11
H 1.346 0.542 -2.577  0.10
C -0.024 3.429 -2.115  -0.13
H -0.551 1.860 -0.684  0.09
H -0.815 1.408 -2.423  0.08
C 1.446 3.594 -2.529  -0.18
H -0.229 4.075 -1.258  0.11
H -0.711 3.707 -2.927  0.12
H 1.917 4.444 -2.018  0.12
H 1.496 3.722 -3.622  0.12
O -0.368 -0.833 3.097  -0.10
C 0.269 0.280 3.152  -0.49
O 0.559 0.887 2.047  -0.11
C 0.656 0.836 4.522  -0.09
C 1.233 2.113 4.664  0.01
C 1.556 2.629 5.921  0.03
C 1.342 1.865 7.086  -0.13
C 0.782 0.576 6.965  0.03
C 0.436 0.081 5.700  0.01
N 1.696 2.417 8.365  -0.31
O 2.183 3.575 8.393  0.07
O 1.518 1.746 9.408  0.08
H 1.432 2.713 3.774  0.12
H 1.980 3.628 6.017  0.13
H 0.639 -0.006 7.872  0.12
H -0.003 -0.913 5.649  0.12

---

(2)
Here is C26H32HfN5O3 as an isolated structure from the Open Molecules 2025 dataset. Energies are from ωB97M-V/def2-TZVPD.

Results
energy above the lowest of the compared OMol25 structures with the same formula, charge and spin	0.00	kcal per mole
LUMO energy	-9.14	eV
orbital gap	6.996	eV
largest force on an atom	0.011	hartree/bohr
HOMO energy	-16.13	eV
net charge	+3
E_tot	-42357.4572	eV

Last column: Löwdin charge in e.
Element x y z (Å)
Hf 0.204 0.036 0.076  1.86
C -0.550 -3.113 -0.834  0.00
O -0.658 -1.698 -1.164  -0.34
C -1.745 -1.451 -2.093  -0.11
C -1.610 -0.018 -2.538  -0.08
O -1.328 0.815 -1.380  -0.28
C -2.423 1.501 -0.716  -0.09
C -3.078 0.561 0.264  -0.12
O -2.003 -0.147 0.930  -0.33
C -2.519 -1.120 1.878  -0.01
H -0.336 -3.672 -1.743  0.12
H 0.277 -3.226 -0.139  0.08
H -1.484 -3.450 -0.385  0.11
H -1.641 -2.124 -2.945  0.16
H -2.686 -1.667 -1.584  0.14
H -0.750 0.118 -3.195  0.13
H -2.506 0.352 -3.036  0.16
H -1.958 2.354 -0.217  0.15
H -3.114 1.877 -1.470  0.16
H -3.665 1.114 0.999  0.16
H -3.725 -0.172 -0.221  0.14
H -2.929 -0.604 2.744  0.12
H -3.288 -1.719 1.392  0.12
H -1.698 -1.766 2.178  0.09
C 2.287 0.288 -6.052  -0.01
C 2.062 0.610 -4.607  -0.22
C 1.435 1.805 -4.222  0.01
C 1.202 2.097 -2.896  -0.01
C 1.627 1.230 -1.881  -0.27
N 1.367 1.536 -0.511  -0.11
C 1.982 2.620 0.147  -0.20
C 2.974 3.389 -0.447  0.02
C 3.586 4.413 0.257  0.01
C 3.258 4.685 1.581  -0.23
C 3.959 5.757 2.361  -0.02
C 2.286 3.891 2.185  0.04
C 1.642 2.887 1.475  -0.12
N 0.641 2.099 2.167  -0.05
C 0.006 2.504 3.279  0.01
C -0.407 1.401 4.001  0.02
C 0.017 0.318 3.254  -0.11
N 0.647 0.710 2.129  -0.07
C 2.257 0.033 -2.263  -0.13
C 2.451 -0.274 -3.609  0.05
N 2.759 -0.890 -1.291  -0.05
C 3.901 -1.593 -1.289  0.03
C 3.928 -2.365 -0.141  0.02
C 2.727 -2.102 0.498  -0.08
N 2.016 -1.197 -0.196  -0.09
H 2.333 1.193 -6.654  0.10
H 1.470 -0.326 -6.437  0.10
H 3.212 -0.268 -6.194  0.10
H 1.132 2.511 -4.986  0.14
H 0.721 3.025 -2.612  0.14
H 3.274 3.190 -1.468  0.12
H 4.349 5.000 -0.238  0.14
H 4.300 6.557 1.707  0.09
H 4.833 5.347 2.870  0.10
H 3.302 6.190 3.113  0.09
H 2.062 4.052 3.231  0.13
H -0.076 3.555 3.502  0.16
H -0.923 1.393 4.945  0.13
H -0.104 -0.734 3.462  0.13
H 2.924 -1.213 -3.872  0.14
H 4.621 -1.471 -2.082  0.16
H 4.716 -3.023 0.178  0.13
H 2.360 -2.493 1.435  0.13

---

(3)
Here is C26H32IrN6O3S2 as an isolated structure from the Open Molecules 2025 dataset. Energies are from ωB97M-V/def2-TZVPD.

Results
energy above the lowest of the compared OMol25 structures with the same formula, charge and spin	38.44	kcal per mole
LUMO energy	-7.73	eV
orbital gap	5.919	eV
largest force on an atom	0.004	hartree/bohr
HOMO energy	-13.64	eV
net charge	+2
⟨S²⟩	0.75
spin multiplicity	2
E_tot	-67058.5531	eV

Last column: Löwdin spin population.
Element x y z (Å)
Ir -0.545 0.344 0.314  0.00
C -2.638 -1.603 -0.861  0.00
N -2.415 -0.146 -0.672  0.00
C -2.644 0.541 -1.970  0.00
C -3.487 0.301 0.268  0.00
C -3.173 1.683 0.759  0.00
N -1.823 1.666 1.385  0.00
C -1.460 3.092 1.624  0.00
C -1.903 0.934 2.692  0.00
H -3.670 -1.779 -1.175  0.00
H -2.454 -2.121 0.078  0.00
H -1.977 -2.002 -1.620  0.00
H -3.658 0.337 -2.320  0.00
H -1.947 0.188 -2.722  0.00
H -2.501 1.613 -1.867  0.00
H -3.527 -0.409 1.094  0.00
H -4.455 0.272 -0.238  0.00
H -3.911 2.039 1.481  0.00
H -3.150 2.385 -0.072  0.00
H -2.156 3.477 2.379  0.00
H -1.613 3.620 0.683  0.00
H 0.260 3.981 1.777  0.00
H -2.882 1.091 3.149  0.00
H -1.153 1.320 3.367  0.00
H -1.751 -0.141 2.546  0.00
S 6.498 1.271 -1.547  0.00
N 5.836 1.405 -0.086  0.00
C 4.565 1.058 -0.211  0.00
C 3.577 1.041 0.844  0.00
C 3.813 1.321 2.188  0.00
C 2.756 1.216 3.071  0.00
C 1.488 0.908 2.599  0.00
N 1.235 0.688 1.308  0.00
C 2.285 0.689 0.459  0.00
C 1.967 0.232 -0.859  0.00
N 0.669 -0.232 -1.004  0.00
C 0.454 -1.044 -2.206  0.00
C 1.337 -0.748 -3.369  0.00
C 2.526 -0.163 -3.210  0.00
C 2.893 0.245 -1.882  0.00
C 4.214 0.690 -1.539  0.00
N 5.236 0.771 -2.389  0.00
H 4.808 1.589 2.518  0.00
H 2.883 1.384 4.131  0.00
H 0.669 0.855 3.296  0.00
H -0.583 -0.941 -2.498  0.00
H 1.015 -1.117 -4.334  0.00
H 3.220 -0.010 -4.024  0.00
C -0.734 3.778 7.113  0.12
S -0.675 3.256 5.395  0.39
O -2.014 3.371 4.837  0.25
O 0.018 1.977 5.308  0.24
O -0.146 3.164 2.085  0.00
H -1.325 3.030 7.642  0.01
H -1.214 4.752 7.133  0.00
H 0.286 3.812 7.485  0.00
C 0.671 -2.527 -1.779  0.00
C 0.365 -3.520 -2.877  0.00
C -0.704 -3.367 -3.756  0.00
C -0.967 -4.324 -4.725  0.00
C -0.164 -5.451 -4.825  0.00
C 0.905 -5.611 -3.957  0.00
C 1.169 -4.649 -2.994  0.00
H 1.712 -2.639 -1.468  0.00
H 0.052 -2.703 -0.896  0.00
H -1.347 -2.493 -3.716  0.00
H -1.797 -4.188 -5.405  0.00
H -0.368 -6.198 -5.581  0.00
H 1.539 -6.484 -4.032  0.00
H 2.011 -4.779 -2.324  0.00

---

(4)
Here is a single C26H32N2O7 molecule from the Open Molecules 2025 dataset. Energies are from ωB97M-V/def2-TZVPD.

Results
energy above the lowest of the compared OMol25 structures with the same formula, charge and spin	19.89	kcal per mole
LUMO energy	0.10	eV
orbital gap	8.407	eV
largest force on an atom	0.016	hartree/bohr
HOMO energy	-8.31	eV
SMILES string	COc1ccc(/C(O)=C2\C(=O)C(=O)N(CCN(C)C)[C@@H]2c2cc(OC)c(OC)c(OC)c2)c(C)c1
E_tot	-44792.1880	eV

Last column: Löwdin charge in e.
Element x y z (Å)
C 0.762 -5.470 -5.614  -0.09
H -0.323 -5.469 -5.476  0.10
O 1.306 -4.185 -5.423  -0.08
C 1.114 -3.571 -4.228  -0.26
C 0.479 -4.140 -3.128  0.00
C 0.340 -3.406 -1.967  -0.01
C 0.832 -2.110 -1.870  -0.13
C 1.474 -1.528 -2.971  -0.20
C 1.604 -2.268 -4.131  0.04
H 2.078 -1.840 -5.001  0.13
C 1.985 -0.115 -2.933  -0.02
H 1.876 0.343 -3.913  0.09
H 3.046 -0.092 -2.679  0.09
H 1.442 0.488 -2.208  0.08
C 0.685 -1.366 -0.609  -0.20
C -0.511 -1.091 -0.044  -0.04
C -1.827 -1.386 -0.590  -0.24
O -2.120 -2.012 -1.584  0.13
C -2.820 -0.718 0.358  -0.37
O -4.032 -0.731 0.288  0.09
N -2.098 -0.101 1.317  0.00
C -2.699 0.639 2.392  -0.11
H -3.779 0.568 2.243  0.12
H -2.405 1.694 2.327  0.13
C -2.292 0.100 3.770  -0.19
N -2.263 -1.351 3.808  -0.28
C -3.579 -1.936 3.635  -0.08
H -3.987 -1.659 2.667  0.07
H -4.283 -1.622 4.422  0.09
H -3.486 -3.020 3.665  0.09
C -1.641 -1.828 5.025  -0.11
H -0.631 -1.426 5.100  0.08
H -1.578 -2.914 4.987  0.08
H -2.198 -1.541 5.931  0.09
H -2.979 0.524 4.525  0.13
H -1.284 0.455 4.003  0.11
C -0.665 -0.267 1.211  -0.17
C 0.044 1.063 1.096  -0.18
C -0.227 1.888 0.026  0.05
C 0.412 3.122 -0.123  -0.18
C 1.342 3.531 0.840  -0.13
C 1.624 2.674 1.923  -0.18
C 0.971 1.458 2.050  0.02
H 1.193 0.797 2.871  0.11
O 2.568 3.124 2.802  -0.09
C 2.953 2.287 3.863  -0.08
H 3.350 1.334 3.500  0.10
H 2.122 2.099 4.551  0.10
H 3.739 2.826 4.390  0.10
O 2.024 4.727 0.705  -0.12
C 1.797 5.686 1.719  -0.07
H 0.730 5.921 1.807  0.10
H 2.172 5.349 2.687  0.08
H 2.340 6.577 1.407  0.09
O 0.043 3.789 -1.246  -0.06
C 0.568 5.060 -1.564  -0.06
H 0.145 5.301 -2.540  0.09
H 1.657 5.044 -1.626  0.10
H 0.257 5.819 -0.842  0.09
H -0.942 1.601 -0.729  0.14
H -0.291 -0.814 2.086  0.16
O 1.813 -0.937 0.002  0.12
H 2.581 -1.154 -0.544  0.12
H -0.156 -3.845 -1.116  0.13
H 0.083 -5.141 -3.166  0.11
H 0.995 -5.738 -6.643  0.09
H 1.215 -6.203 -4.938  0.09